Entry 1:
8
Properties=species:S:1:pos:R:3 method="wB97M-V/def2-TZVPD" molar_mass_g_mol=66.05 lumo_energy_ev=0.8 de_lowest_ev=3.802 e_homo_ha=-0.313 gap_ev=9.353 charge=0
C -0.98467 0.61117 0.01456
C 0.96537 -0.59681 0.10668
F -1.79648 -0.39444 -0.47100
F 1.90986 0.19722 -0.46581
H -0.43140 1.23608 -0.63959
H -1.13983 0.99979 0.95780
H 1.10024 -0.89276 1.13098
H 0.37691 -1.16026 -0.63361

Entry 2:
10
Properties=species:S:1:pos:R:3 method="wB97M-V/def2-TZVPD" molar_mass_g_mol=99.05 lumo_energy_ev=0.7 de_lowest_ev=3.698 e_homo_ha=-0.350 gap_ev=10.208 charge=0
C 1.15420 0.28355 0.20359
C -1.85295 -0.65807 0.30073
N 2.00533 0.40471 -0.72303
F 1.66983 0.62964 1.34671
F -2.38132 0.18552 1.30126
F -2.17708 0.05673 -0.77328
H -2.73720 -1.36310 0.13069
H -0.71346 -0.59986 0.39290
H 3.01428 0.77449 -0.51569
H 2.01836 0.28641 -1.66387

Entry 3:
18
Properties=species:S:1:pos:R:3 method="wB97M-V/def2-TZVPD" molar_mass_g_mol=276.99 lumo_energy_ev=0.1 de_lowest_ev=0.000 e_homo_ha=-0.383 gap_ev=10.474 charge=0
C 0.82731 -1.19073 -0.08968
C 1.66955 -0.52457 0.97692
N 0.63311 -0.51701 -1.33089
N -1.96714 -0.12730 0.49013
N -0.45547 1.99302 -0.55231
F -1.54810 -2.25109 -0.77764
F -1.15382 -2.58101 1.67489
F 1.86553 1.82994 -1.43434
F 0.14292 1.30306 -2.95296
F -1.66971 2.15827 1.67616
F -3.02323 2.03244 -0.23037
P -0.94480 -1.30090 0.30565
P 0.48069 1.03706 -1.44253
P -1.66602 1.43048 0.27589
H 1.16959 -2.21184 -0.29686
H 1.33710 0.50387 1.13750
H 2.71186 -0.50779 0.65742
H 1.59063 -1.07590 1.91302